The molecule C2H7N3O. Source: the OMol25 dataset; level of theory: wB97M-V/def2-TZVPD.

Element x y z (Å)
N: -0.8310 -0.2971 2.1004
N: -0.3888 0.8756 1.4470
N: 0.6888 0.5827 0.5791
C: 0.2031 0.2711 -0.9170
C: 0.5625 -0.9084 -1.7066
O: 1.2191 0.4051 -1.9300
H: -1.7740 -0.6998 1.8305
H: -0.0456 -0.8916 1.8809
H: -1.2047 1.3405 0.8572
H: 1.2805 1.4426 0.5196
H: -0.7210 0.7623 -0.9608
H: 1.1463 -1.6636 -1.2606
H: -0.1353 -1.2195 -2.4397

Atoms 1-3, force components in eV/Å:
N -1.14 -0.97 0.44
N -1.72 2.75 -2.19
N -0.01 -0.19 -2.58

Output
energy above the lowest of the compared OMol25 structures with the same formula, charge and spin: 124.3 kcal per mole
maximum force: 3.92 eV Å⁻¹
2S+1: 1
orbital gap: 9.05 eV

Table of Löwdin atomic charges, one value per atom, all in e: -0.047, -0.234, -0.051, -0.264, -0.062, -0.031, 0.087, 0.051, 0.139, 0.120, 0.099, 0.097, 0.096